DFT (ωB97M-V with the def2-TZVPD basis set) results for 8 unconnected molecules or ions with the total composition C44H86BrFN9O12P.

Each line ends with the Mulliken charge.
Positions of all 154 atoms, in Å:
C (5.726, 2.352, -1.015)  -0.903
C (5.668, 3.919, -0.666)  -0.005
C (4.223, 4.477, -0.256)  -0.331
C (3.058, 4.113, -1.335)  0.042
C (1.680, 4.641, -0.635)  -0.307
C (0.351, 4.250, -1.397)  0.394
C (-0.836, 3.480, -0.713)  -0.997
C (-0.852, 3.017, 0.797)  0.918
O (0.289, 2.496, 1.420)  -0.236
C (1.265, 1.666, 0.875)  0.738
C (1.032, 0.682, -0.358)  0.326
C (0.601, -0.785, 0.029)  -0.620
C (0.327, -1.794, -1.119)  -0.494
C (0.522, -1.255, -2.560)  -0.585
C (0.994, 0.208, -2.714)  -0.179
N (1.242, 1.159, -1.682)  0.130
C (-1.966, 1.800, 0.780)  0.018
F (-3.140, 2.152, -0.024)  -0.432
C (-2.320, 1.196, 2.212)  -0.415
C (-2.649, -0.388, 2.002)  -0.898
C (-1.476, 4.053, 1.874)  -0.472
O (-2.901, 4.228, 1.861)  -0.398
C (-3.385, 5.372, 1.154)  -0.529
N (-4.820, 5.033, 0.769)  0.434
C (-5.774, 5.948, 1.424)  0.516
C (-6.685, 5.296, 2.590)  -0.998
O (-5.897, 7.178, 1.181)  -0.545
C (-4.990, 4.960, -0.695)  0.384
C (-4.740, 6.131, -1.747)  -0.843
O (-5.382, 3.852, -1.163)  -0.547
P (-0.713, 5.772, 2.073)  0.026
O (-0.465, 6.543, 0.532)  -0.558
Br (1.332, 5.406, 3.082)  -0.249
H (4.887, 1.727, -0.566)  0.011
H (5.819, 2.258, -2.155)  0.303
H (6.714, 1.928, -0.585)  0.323
H (6.349, 4.071, 0.258)  0.359
H (6.168, 4.553, -1.505)  -0.071
H (3.980, 4.031, 0.784)  -0.107
H (4.325, 5.604, -0.095)  0.368
H (3.274, 4.670, -2.313)  0.470
H (3.099, 2.981, -1.438)  -0.160
H (1.771, 4.365, 0.461)  -0.377
H (1.789, 5.793, -0.670)  0.364
H (0.670, 3.668, -2.337)  -0.723
H (-0.079, 5.232, -1.842)  0.528
H (-1.035, 2.534, -1.352)  0.541
H (-1.804, 4.097, -0.872)  -0.156
H (1.640, 0.971, 1.728)  0.325
H (2.233, 2.248, 0.614)  -0.662
H (0.502, -1.056, 1.137)  0.487
H (-0.021, -2.852, -0.844)  0.374
H (0.306, -1.968, -3.432)  0.370
H (1.165, 0.566, -3.795)  0.177
H (-1.577, 0.891, 0.179)  0.489
H (-3.230, 1.737, 2.648)  0.280
H (-1.428, 1.297, 2.922)  0.166
H (-1.638, -0.931, 1.872)  0.108
H (-3.306, -0.561, 1.083)  0.258
H (-3.115, -0.735, 2.983)  0.414
H (-1.240, 3.568, 2.903)  0.574
H (-3.494, 6.328, 1.798)  0.295
H (-2.861, 5.627, 0.177)  0.327
H (-7.534, 5.989, 2.894)  0.340
H (-6.033, 4.966, 3.485)  0.214
H (-7.183, 4.326, 2.209)  0.288
H (-5.542, 6.013, -2.564)  0.323
H (-4.876, 7.147, -1.246)  0.296
H (-3.697, 6.047, -2.234)  0.201
H (-0.983, 7.387, 0.520)  0.374
C (4.998, 0.798, 2.342)  -0.010
O (4.205, 1.368, 1.617)  -0.564
N (5.032, 0.897, 3.701)  0.171
C (6.009, 0.186, 4.500)  -0.969
C (4.060, 1.743, 4.367)  -0.867
H (5.777, 0.132, 1.937)  0.257
H (5.486, -0.478, 5.194)  0.343
H (6.603, 0.909, 5.064)  0.348
H (6.672, -0.408, 3.869)  0.291
H (3.054, 1.388, 4.130)  0.225
H (4.165, 2.767, 4.001)  0.288
H (4.212, 1.723, 5.447)  0.377
C (-0.777, -5.534, -2.347)  0.059
O (-0.282, -5.241, -1.269)  -0.678
N (-0.082, -5.953, -3.441)  0.224
C (-0.737, -6.284, -4.691)  -1.041
C (1.361, -6.071, -3.352)  -0.956
H (-1.861, -5.479, -2.519)  0.413
H (-0.522, -7.326, -4.939)  0.310
H (-0.349, -5.631, -5.478)  0.370
H (-1.814, -6.151, -4.615)  0.387
H (1.614, -6.781, -2.561)  0.296
H (1.785, -5.096, -3.097)  0.248
H (1.775, -6.415, -4.301)  0.397
C (-3.422, -8.562, -3.252)  0.016
O (-2.723, -7.564, -3.307)  -0.500
N (-3.857, -9.152, -2.106)  0.171
C (-4.687, -10.341, -2.117)  -0.845
C (-3.477, -8.573, -0.832)  -0.960
H (-3.766, -9.079, -4.162)  0.250
H (-5.632, -10.120, -1.614)  0.317
H (-4.168, -11.143, -1.586)  0.311
H (-4.893, -10.664, -3.139)  0.280
H (-3.844, -7.545, -0.784)  0.266
H (-2.387, -8.561, -0.754)  0.307
H (-3.897, -9.151, -0.008)  0.354
C (-6.607, -9.392, 1.599)  0.009
O (-7.485, -9.460, 0.756)  -0.625
N (-6.330, -8.299, 2.362)  0.225
C (-5.264, -8.297, 3.347)  -1.031
C (-7.125, -7.100, 2.184)  -1.005
H (-5.946, -10.247, 1.813)  0.391
H (-5.689, -8.092, 4.328)  0.494
H (-4.544, -7.515, 3.088)  0.316
H (-4.752, -9.259, 3.373)  0.265
H (-8.173, -7.332, 2.385)  0.311
H (-7.033, -6.759, 1.150)  0.303
H (-6.787, -6.314, 2.861)  0.374
C (-3.693, -8.836, 6.796)  0.063
O (-4.503, -8.965, 5.895)  -0.535
N (-2.514, -8.158, 6.703)  0.111
C (-1.600, -8.048, 7.822)  -0.929
C (-2.165, -7.526, 5.445)  -0.849
H (-3.861, -9.276, 7.792)  0.251
H (-1.461, -6.992, 8.065)  0.333
H (-0.640, -8.489, 7.542)  0.333
H (-1.990, -8.568, 8.698)  0.294
H (-2.937, -6.799, 5.183)  0.258
H (-2.121, -8.288, 4.662)  0.270
H (-1.200, -7.025, 5.524)  0.381
C (7.397, 7.429, -2.627)  0.080
O (6.436, 6.783, -2.257)  -0.535
N (8.700, 7.049, -2.492)  0.140
C (9.794, 7.875, -2.959)  -0.927
C (8.998, 5.778, -1.862)  -0.896
H (7.281, 8.409, -3.118)  0.229
H (10.369, 7.319, -3.704)  0.330
H (10.439, 8.125, -2.112)  0.327
H (9.424, 8.797, -3.409)  0.293
H (8.522, 4.975, -2.430)  0.284
H (8.591, 5.777, -0.847)  0.288
H (10.075, 5.612, -1.825)  0.385
C (1.799, 3.674, -5.006)  0.090
O (0.809, 3.065, -4.646)  -0.628
N (1.802, 4.932, -5.530)  0.159
C (3.025, 5.593, -5.937)  -0.988
C (0.541, 5.631, -5.683)  -0.884
H (2.807, 3.235, -4.932)  0.343
H (3.140, 6.515, -5.360)  0.365
H (2.963, 5.833, -7.001)  0.391
H (3.891, 4.953, -5.764)  0.296
H (0.063, 5.727, -4.705)  0.190
H (-0.114, 5.049, -6.337)  0.298
H (0.701, 6.621, -6.112)  0.399

The value obtained for the LUMO energy is 0.459 eV. As for the SMILES: CCCCCCC[C@](OCc1ccccn1)([C@H](F)CC)[C@H](OCN(C(C)=O)C(C)=O)P(O)Br.CN(C)C=O.CN(C)C=O.CN(C)C=O.CN(C)C=O.CN(C)C=O.CN(C)C=O.CN(C)C=O.